58
Properties=species:S:1:pos:R:3:lowdin_charge:R:1 method="wB97M-V/def2-TZVPD" de_lowest_kj_mol=147.4 gap_ev=9.4 e_tot_ev=-37980.4330 fmax_ev_per_a=1.8 e_homo_ev=-7.17 charge=-1
H 1.417 3.557 0.438 0.064
H 0.449 4.716 2.270 0.022
H -0.667 3.736 2.315 -0.020
H 1.814 -2.050 -5.056 0.014
H -3.387 -1.795 -1.023 0.018
O 1.064 0.485 5.304 -0.051
H 1.460 0.963 -2.973 0.096
O -4.288 -1.623 -0.733 -0.066
C 1.676 2.242 -1.257 -0.416
O -0.497 4.662 2.072 -0.097
H 2.602 2.519 -1.782 0.134
O -1.445 -0.020 1.443 -0.343
H -3.130 -2.537 0.897 0.050
H 2.669 -0.501 -2.041 0.029
O -2.507 1.146 -0.684 -0.099
H 1.152 0.827 0.174 0.062
H -0.584 -2.395 0.528 0.005
H 0.708 4.242 -1.098 0.091
O -1.683 -2.044 3.742 -0.051
H -2.341 -0.141 1.771 -0.004
O 2.531 -1.363 -2.460 -0.054
H -0.511 -1.345 -4.024 0.000
H 0.545 1.745 2.651 0.018
H -0.823 1.153 2.112 -0.007
C 0.960 3.348 -0.518 -0.058
H 2.672 -0.062 2.972 0.016
H -0.073 3.013 -0.426 0.065
H -2.606 2.103 -0.530 0.061
H 0.806 -3.915 1.230 -0.004
H 1.185 -0.323 4.808 0.015
H 2.374 -0.698 1.691 0.026
H -1.524 -1.367 3.083 -0.027
H -2.053 0.863 0.164 -0.009
H 1.004 2.683 -3.232 0.119
H 0.269 0.850 4.909 0.017
H 1.863 -1.823 -1.955 0.039
O 3.125 -0.276 2.145 -0.054
O 1.610 -4.369 0.907 -0.088
H 2.410 -1.099 -4.134 -0.007
O 0.074 -2.076 1.165 -0.109
H -1.508 -0.148 -3.920 0.015
O -0.452 1.662 -2.366 -0.091
H -2.473 -4.047 0.715 0.061
N 1.935 1.059 -0.429 0.058
H -0.433 -1.599 1.847 -0.004
H 1.267 -4.650 0.039 0.033
O -0.398 -1.039 -1.598 -0.062
O -1.407 -1.062 -4.173 -0.055
H -1.226 -0.536 -1.496 0.020
H -0.641 1.306 -1.493 0.020
H 2.706 1.224 0.206 0.063
O -2.413 -3.100 0.567 -0.053
H -0.203 -1.189 -0.650 0.009
C 0.926 1.825 -2.560 -0.227
H -4.419 -0.663 -0.753 0.037
H -1.263 -2.890 3.615 0.031
O -0.402 1.948 2.666 -0.145
O 2.089 -1.132 -5.083 -0.108